Record 1
C42H55InN7O4S2Si | wB97M-V/def2-TZVPD

Geometry as XYZ:
```
112
C42H55InN7O4S2Si | the Open Molecules 2025 dataset | wB97M-V/def2-TZVPD
In 0.174 -0.166 -0.364
S 6.562 3.017 1.610
S -5.399 1.568 0.883
Si 1.627 -1.879 -1.766
O -1.669 0.487 -1.658
O -2.173 -1.858 0.008
O 0.233 -0.771 1.964
O 2.206 2.711 -2.057
N 0.504 3.328 -3.424
N -4.395 -1.475 -0.130
N 0.207 1.652 -1.814
N -0.955 1.480 0.888
N 0.657 -1.752 3.934
N -0.862 -2.697 2.477
N 1.776 1.270 0.711
C -0.599 -2.255 -3.545
C 3.076 1.186 0.580
C -4.784 -2.028 1.177
C 1.247 2.351 1.317
C -4.376 -4.033 -1.360
C -4.383 -4.371 0.145
C 2.858 -4.447 -1.437
C -2.265 1.559 0.986
C -4.392 2.698 1.701
C -1.602 2.241 -3.282
C -5.151 3.637 2.345
C 3.978 2.171 1.033
C 5.416 2.005 0.817
C 1.177 -0.673 -4.274
C -6.820 2.360 1.396
C 0.481 -4.256 -0.686
C 1.442 4.490 2.503
C -3.218 -2.010 -0.605
C 1.817 -3.517 -0.798
C -5.275 -3.467 1.014
C 7.874 2.226 0.859
C 1.716 -0.808 4.234
C 3.437 3.262 1.671
C -6.544 3.443 2.172
C 1.045 2.554 -2.390
C 6.048 1.101 0.009
C -0.186 2.441 1.440
C -1.051 1.433 -2.235
C -3.357 -2.946 -1.771
C 0.905 -1.993 -3.540
C 1.384 4.304 -4.052
C -2.140 3.599 2.203
C 1.586 -3.117 -4.333
C 0.105 4.565 2.641
C 3.357 -1.155 -1.980
C 2.332 -3.171 0.606
C 2.050 3.374 1.834
C 0.006 -1.705 2.751
C -0.747 3.537 2.107
C -2.928 2.616 1.644
C 7.460 1.228 0.033
C -0.779 3.158 -3.831
H -2.588 4.446 2.706
H -4.742 4.450 2.925
H 2.085 5.267 2.895
H -7.784 1.987 1.098
H 0.765 -0.736 -5.285
H -5.149 -1.593 -0.799
H 2.337 -4.072 1.227
H -1.150 -1.520 -2.957
H 3.816 -3.947 -1.586
H 3.039 -5.299 -0.776
H 8.881 2.542 1.067
H -3.909 -1.970 1.825
H 1.392 0.197 3.971
H 2.234 3.800 -4.511
H 3.831 -1.633 -2.840
H -0.981 -2.215 -4.570
H 0.706 0.175 -3.779
H -4.734 -5.397 0.263
H 3.449 0.292 0.107
H 3.356 -2.796 0.576
H 2.632 -1.034 3.682
H -4.149 -4.932 -1.932
H 0.583 -2.583 4.494
H -3.679 -2.415 -2.669
H 2.241 -0.461 -4.367
H -1.098 3.806 -4.637
H 3.331 -0.081 -2.171
H 0.161 -4.639 -1.657
H 2.673 -3.042 -4.325
H -7.299 4.082 2.601
H 4.071 4.057 2.045
H 1.763 4.999 -3.305
H -0.312 -3.614 -0.297
H -2.381 -3.378 -1.966
H 1.720 -2.422 1.105
H -2.615 2.102 -3.617
H -5.557 -1.398 1.614
H 1.922 -0.845 5.301
H -3.356 -4.363 0.528
H 8.132 0.610 -0.541
H 0.581 -5.114 -0.015
H -0.819 -3.249 -3.156
H 2.533 -4.844 -2.394
H 5.530 0.385 -0.609
H -1.440 -2.590 1.652
H 3.988 -1.352 -1.114
H -0.357 5.402 3.147
H -5.384 -3.735 -1.658
H -5.390 -3.909 2.006
H -2.823 0.770 0.494
H 1.266 -3.064 -5.378
H -6.277 -3.449 0.571
H 0.821 4.843 -4.809
H 1.309 -4.103 -3.962
H -1.130 -3.358 3.183
```

Summary:
- Energy relative to the best compared isomer or geometry (same formula, charge and spin): 0.0 kcal/mol
- HOMO: -10.09 eV
- Total charge: +1
- HOMO-LUMO gap: 7.45 eV
- Lowest unoccupied orbital energy: -2.64 eV
- Multiplicity: 1
- Maximum force: 0.325 eV/Å

Atom charges from the Mulliken analysis, given in e for atoms 1 to 8: In 2.221; S -0.212; S 0.090; Si -0.284; O -0.445; O 0.196; O 0.572; O -0.662



Record 2
C31H68Br26ClN2O3P2S | wB97M-V/def2-TZVPD

Geometry as XYZ:
```
134
C31H68Br26ClN2O3P2S | the Open Molecules 2025 dataset | wB97M-V/def2-TZVPD
Br -5.610 4.087 6.882
Br -9.124 2.053 4.321
Br 4.405 -0.831 8.647
Br -2.457 2.659 -5.461
Br 3.182 1.789 -6.085
Br -4.129 1.534 -2.306
Br 4.420 0.598 12.042
Br 3.485 0.663 -2.207
Br 1.264 -6.346 -8.137
Br -4.514 -9.645 3.829
Br 6.574 4.771 -7.893
Br 2.273 3.300 9.139
Br 2.676 -2.696 -0.990
Br -6.427 0.934 2.041
Br -2.485 -4.584 3.442
Br -1.271 -0.560 -7.887
Br 9.356 5.983 -9.999
Br 3.472 4.910 -4.128
Br -3.064 2.631 4.577
Br 6.955 3.139 -1.464
Br -1.076 1.726 8.953
Br -2.528 -7.636 6.201
Br 1.130 -3.068 -6.444
Br 7.781 2.636 -5.013
Br 0.190 -5.575 1.115
Br -0.768 2.858 -9.173
Cl -2.952 2.543 1.743
S -0.332 2.035 4.921
P 0.478 1.141 1.484
P 0.388 2.659 3.180
O -1.069 0.469 1.895
O 0.793 -0.028 0.170
O -0.286 2.111 0.270
N 2.726 -0.345 2.313
N -2.953 -1.249 0.355
C 9.106 4.263 -9.122
C -4.381 -7.442 5.653
C 5.898 -0.471 9.837
C -4.126 3.269 -3.178
C -0.211 -3.966 -7.527
C 1.972 -1.737 -2.515
C -0.229 -5.448 -7.270
C -5.054 -8.776 5.486
C 7.334 4.267 -4.055
C -2.425 -6.054 2.173
C 1.295 -0.128 2.604
C 1.762 1.423 9.250
C -1.058 -6.679 2.118
C -7.695 -0.107 3.082
C -4.333 1.762 5.778
C -2.057 0.320 -9.433
C -1.058 1.197 -10.137
C -2.126 -2.268 0.966
C -5.668 2.457 5.815
C -4.175 3.146 -4.679
C 7.942 4.289 -2.677
C 5.551 -0.781 11.268
C -9.059 0.532 3.110
C 1.990 4.239 -5.201
C 0.645 1.089 8.302
C -1.459 1.457 -0.149
C 7.672 3.814 -9.175
C 3.036 -0.941 -3.213
C 1.833 2.750 -5.064
C -3.190 -0.069 1.144
C -2.094 0.965 1.136
H 0.879 2.426 -5.476
H -2.742 -1.077 -0.613
H 6.251 4.333 -4.039
H -4.144 0.368 0.882
H -5.024 3.763 -2.815
H -1.158 -3.519 -7.237
H -2.924 0.866 -9.079
H 1.512 1.230 10.288
H -0.344 3.773 2.711
H 1.721 3.077 3.373
H 3.961 -1.489 -3.355
H 2.661 0.868 8.984
H -4.889 2.401 -5.012
H -2.380 -0.487 -10.087
H 2.177 4.550 -6.221
H 8.974 3.959 -2.662
H -1.432 1.496 -11.113
H -9.800 -0.167 3.493
H 5.022 -1.721 11.377
H -4.830 -9.466 6.291
H -2.482 -2.514 1.956
H 0.778 1.518 7.311
H -6.419 1.834 6.299
H 9.742 3.570 -9.669
H 1.574 0.327 -0.260
H -4.447 0.755 5.379
H -3.158 -6.776 2.530
H 0.002 -3.718 -8.561
H 0.774 -1.056 2.428
H -1.092 -1.945 1.051
H 1.722 1.812 1.142
H 7.218 3.959 -10.149
H 9.475 4.369 -8.108
H -6.018 2.742 4.829
H 2.676 -0.589 -4.179
H -0.628 -6.830 3.102
H -1.121 -5.897 -7.700
H 1.568 -2.499 -3.176
H 6.448 -0.796 11.882
H -2.749 -5.657 1.216
H -3.292 -0.390 2.172
H -1.095 -7.628 1.588
H -2.030 2.256 -0.587
H -7.265 -0.227 4.071
H -4.416 4.106 -5.129
H -1.320 0.711 -0.924
H 1.162 -1.118 -2.137
H 7.875 5.287 -2.250
H 6.702 -1.116 9.492
H -7.742 -1.075 2.589
H 1.206 0.078 3.664
H 7.593 2.767 -8.891
H -0.174 -5.693 -6.216
H 1.917 2.411 -4.035
H -0.088 0.725 -10.252
H -6.132 -8.651 5.405
H 7.735 5.074 -4.665
H -4.377 -6.852 4.742
H -9.372 0.892 2.137
H -4.855 -6.872 6.448
H -3.251 3.803 -2.821
H 1.108 4.749 -4.820
H 0.536 0.010 8.215
H 6.177 0.566 9.686
H 2.884 -1.327 2.190
H -2.161 -3.191 0.398
H 3.035 0.166 1.502
H -3.859 1.713 6.755
```

Summary:
- HOMO: -3.95 eV
- Total charge: -1
- HOMO-LUMO gap: 5.27 eV
- Lowest unoccupied orbital energy: 1.32 eV
- Multiplicity: 1
- Maximum force: 2.879 eV/Å

Atom charges from the Mulliken analysis, given in e for atoms 1 to 8: Br -0.194; Br -0.152; Br -0.141; Br -0.088; Br -0.110; Br -0.115; Br -0.127; Br -0.189



Record 3
C36H36LaN11O9PS | wB97M-V/def2-TZVPD

Geometry as XYZ:
```
95
C36H36LaN11O9PS | the Open Molecules 2025 dataset | wB97M-V/def2-TZVPD
La -5.633 -19.120 1.817
S -5.993 -16.756 -0.273
P -3.453 -15.925 2.588
O -4.816 -19.529 4.011
O -9.422 -15.339 4.322
O -6.921 -17.673 9.652
O -10.167 -17.350 3.974
O -7.596 -19.261 0.325
O -7.021 -17.808 3.378
O -4.172 -19.384 6.163
O -4.067 -17.191 2.108
O -8.988 -17.174 9.092
N -4.498 -21.330 -1.341
N -5.659 -21.386 0.683
N -7.301 -21.399 2.339
N -2.096 -16.293 3.429
N -3.150 -15.000 1.284
N -3.372 -19.944 0.288
N -8.922 -22.948 3.108
N -7.839 -17.437 8.844
N -4.418 -14.910 3.483
N -9.373 -16.528 4.426
N -8.049 -18.476 -0.623
C -9.840 -23.191 4.018
C -2.184 -19.547 0.709
C -9.069 -17.110 -2.845
C -7.537 -17.491 7.442
C -7.415 -17.308 -1.025
C -8.435 -16.868 6.558
C -3.811 -13.781 0.906
C -2.055 -17.554 4.182
C -5.005 -19.204 5.258
C -6.314 -18.439 5.588
C -6.797 -23.408 -2.104
C -1.080 -20.118 -1.336
C -10.006 -20.925 4.667
C -10.405 -22.214 4.837
C -9.182 -18.897 -1.265
C -7.192 -17.847 4.657
C -8.001 -16.635 -2.135
C -6.569 -22.712 -0.937
C -6.512 -18.267 6.938
C -5.891 -14.924 3.246
C -8.666 -23.421 0.077
C -7.512 -22.636 0.107
C -5.456 -21.721 -0.577
C -6.924 -21.781 1.125
C -7.967 -24.130 -2.190
C -0.996 -15.411 3.489
C -9.032 -20.690 3.755
C -8.262 -17.088 5.222
C -9.675 -18.273 -2.396
C -8.492 -21.717 3.008
C -8.869 -24.150 -1.133
C -1.034 -19.677 -0.025
C -3.446 -20.577 -0.900
C -3.970 -14.594 4.855
C -2.505 -15.728 0.226
C -2.353 -20.529 -1.759
H -4.503 -13.919 0.018
H -4.474 -13.408 1.667
H -2.168 -19.090 1.675
H -4.456 -13.698 5.291
H -1.084 -17.777 4.702
H -9.400 -16.449 -3.648
H -0.047 -19.406 0.404
H -2.564 -20.943 -2.720
H -9.328 -23.430 0.932
H -2.195 -18.447 3.576
H -4.070 -15.413 5.592
H -0.102 -16.026 3.381
H -9.609 -19.811 -0.862
H -9.229 -16.188 6.901
H -0.961 -14.863 4.466
H -11.074 -22.495 5.660
H -6.215 -13.891 3.000
H -8.763 -19.703 3.460
H -2.138 -16.638 0.657
H -1.085 -14.643 2.728
H -3.111 -12.968 0.646
H -6.081 -23.413 -2.959
H -2.848 -14.323 4.886
H -5.862 -18.708 7.650
H -1.655 -15.240 -0.182
H -6.120 -15.619 2.406
H -6.336 -15.451 4.115
H -7.493 -15.731 -2.491
H -0.160 -20.332 -1.955
H -9.791 -24.747 -1.159
H -8.228 -24.689 -3.132
H -10.564 -18.678 -2.856
H -3.177 -15.974 -0.572
H -2.804 -17.537 4.966
H -10.188 -24.190 3.967
H -10.388 -20.079 5.217
```

Summary:
- Energy relative to the best compared isomer or geometry (same formula, charge and spin): 0.0 kcal/mol
- HOMO: -5.42 eV
- Total charge: -1
- HOMO-LUMO gap: 7.20 eV
- Lowest unoccupied orbital energy: 1.78 eV
- Multiplicity: 1
- Maximum force: 2.790 eV/Å

Atom charges from the Mulliken analysis, given in e for atoms 1 to 8: La 1.573; S -0.347; P -1.465; O -0.183; O -0.646; O -0.633; O -0.618; O 0.206



Number 1: E -3593.74155 Eh. Number 2: E -70022.71193 Eh. Number 3: E -3444.20089 Eh.